# 1
DFT (ωB97M-V/def2-TZVPD) results for a 8-piece molecular cluster, C48H120N8 overall at a distorted geometry.

Summary:
Energy above the lowest of the compared OMol25 structures with the same formula, charge and spin = 3.826 eV
Spin multiplicity = 1
LUMO = 0.34 eV
SMILES = CCN(CC)CC.CCN(CC)CC.CCN(CC)CC.CCN(CC)CC.CCN(CC)CC.CCN(CC)CC.CCN(CC)CC.CCN(CC)CC
Charge = 0

XYZ file:
```
176
Properties=species:S:1:pos:R:3:forces:R:3
C 3.1074 7.4681 0.6330 0.2 0.5 -0.2
C 4.5974 7.8131 0.3729 -0.6 0.6 1.6
N 4.7744 9.2298 0.0020 0.0 -0.6 -1.1
C 3.9509 9.5747 -1.1569 0.4 0.7 -1.1
C 4.1056 8.7089 -2.4384 0.0 0.4 0.5
C 6.2010 9.6348 -0.2840 -1.3 -0.1 0.7
C 7.1375 9.5189 0.9184 0.0 -0.3 -0.6
H 2.5304 7.4043 -0.2895 0.1 -0.1 -0.1
H 2.6369 8.2586 1.2177 0.1 0.1 0.1
H 2.9536 6.5378 1.1797 0.3 -0.1 -0.1
H 5.0919 7.8033 1.3442 0.1 -0.7 0.0
H 5.0228 7.0318 -0.2569 0.4 0.2 -0.5
H 2.8658 9.5801 -1.0539 0.0 -0.1 1.1
H 4.1968 10.6248 -1.3149 0.0 0.1 -0.5
H 3.5094 9.1529 -3.2356 0.0 0.0 0.0
H 5.1234 8.5884 -2.8093 0.0 -0.1 0.1
H 3.6496 7.7488 -2.1966 0.3 -0.2 -0.3
H 6.1740 10.6915 -0.5499 -0.2 0.1 0.0
H 6.5652 9.1283 -1.1778 0.3 -0.4 0.1
H 6.8356 10.1805 1.7303 -0.1 -0.1 0.0
H 8.1276 9.8148 0.5717 0.1 0.1 0.1
H 7.2407 8.4970 1.2835 -0.1 0.0 0.1
C -5.7768 -6.4206 -4.4479 0.3 1.5 -0.4
C -5.6048 -4.8452 -4.4951 -0.4 -1.5 0.9
N -6.6268 -4.0899 -3.7319 0.0 -0.6 0.0
C -6.6970 -4.4454 -2.3053 0.7 0.1 0.2
C -6.9789 -3.1680 -1.5089 0.3 -0.3 -0.3
C -7.9800 -4.2496 -4.2707 0.9 1.4 -1.8
C -8.0768 -3.5439 -5.6540 -0.4 -0.3 0.2
H -4.8774 -6.8316 -4.9064 -0.1 -0.2 -0.1
H -6.6533 -6.6880 -5.0380 0.1 -0.3 0.2
H -5.8329 -6.7988 -3.4272 -0.2 0.0 -0.1
H -4.6127 -4.6436 -4.0910 -0.1 0.3 0.2
H -5.5509 -4.5636 -5.5467 -0.3 0.3 0.1
H -7.4185 -5.2404 -2.1172 -0.5 0.0 0.0
H -5.7760 -4.9263 -1.9757 0.4 0.3 -0.1
H -7.8872 -2.7286 -1.9214 0.0 0.2 0.3
H -7.0394 -3.2891 -0.4274 -0.3 -0.3 0.0
H -6.1533 -2.4803 -1.6919 -0.1 0.1 -0.1
H -8.6822 -3.6855 -3.6570 0.0 -0.4 0.4
H -8.2479 -5.3030 -4.3532 -0.4 -0.1 0.1
H -7.4861 -3.9759 -6.4618 0.1 -0.2 0.2
H -7.7938 -2.4935 -5.5859 0.1 0.0 0.2
H -9.1168 -3.5648 -5.9794 -0.1 0.0 -0.1
C -1.9631 -1.6619 -0.0819 0.2 -1.0 0.0
C -1.7826 -0.1826 -0.2228 -1.5 0.4 -1.4
N -1.5047 0.2928 -1.6282 0.1 -1.6 0.4
C -1.1486 1.6847 -1.6861 -0.4 -1.2 -0.1
C 0.0436 1.9356 -0.8629 1.9 0.7 0.4
C -2.3360 -0.1497 -2.8015 0.4 1.0 1.8
C -3.7120 0.4883 -2.8901 -0.6 -0.3 0.3
H -0.9924 -2.1515 -0.0029 -0.1 -0.3 -0.4
H -2.5865 -2.0813 -0.8716 0.4 -0.1 -0.3
H -2.5154 -1.9629 0.8083 0.1 0.5 0.4
H -2.7520 0.2153 0.0773 -0.2 0.7 0.3
H -1.0412 0.1483 0.5044 0.1 0.3 -0.5
H -0.8498 1.8235 -2.7251 -0.4 0.7 -0.1
H -1.9453 2.3411 -1.3362 -0.4 0.4 -0.4
H 0.4793 2.8542 -1.2559 0.2 0.3 0.4
H -0.0773 2.0231 0.2168 -0.3 0.2 -0.1
H 0.7885 1.1574 -1.0293 0.0 -0.1 -0.1
H -2.4421 -1.2344 -2.7856 0.3 0.1 -0.2
H -1.7871 0.2069 -3.6731 0.2 -0.5 -0.1
H -3.7138 1.5380 -3.1836 0.2 -0.1 -0.3
H -4.2562 0.4739 -1.9458 0.1 -0.2 0.2
H -4.2901 -0.1281 -3.5785 -0.2 0.4 -0.2
C 6.0545 -5.0496 -0.0611 0.4 -0.2 -0.6
C 6.4365 -3.6112 -0.3230 -0.6 0.3 0.3
N 5.6143 -2.8664 -1.3016 1.8 -0.2 0.0
C 4.2292 -2.7791 -0.9864 -1.1 1.4 1.0
C 3.9885 -2.1529 0.4127 -0.2 -1.3 -0.1
C 5.7909 -3.3537 -2.6465 -0.6 0.7 -0.9
C 5.3831 -2.3023 -3.7052 -0.4 -0.7 0.4
H 6.4270 -5.6201 -0.9119 -0.8 -0.5 -0.2
H 4.9829 -5.0790 0.1364 0.1 -0.7 -0.1
H 6.6248 -5.4657 0.7694 -0.2 0.2 0.3
H 6.2951 -3.1311 0.6454 0.7 0.5 -0.2
H 7.4641 -3.6293 -0.6860 0.1 0.6 0.3
H 3.7569 -3.7578 -1.0720 -0.4 -0.3 0.2
H 3.6951 -2.1146 -1.6655 0.3 -0.2 -0.5
H 2.9402 -1.9472 0.6292 -0.1 0.0 -0.4
H 4.5295 -1.2249 0.5975 0.3 -0.3 -0.1
H 4.2496 -2.9613 1.0956 0.3 0.5 0.7
H 6.8071 -3.6118 -2.9447 0.4 0.2 0.8
H 5.2466 -4.2879 -2.7853 -0.4 -0.3 -0.2
H 5.9367 -1.3813 -3.5225 0.5 -0.2 -0.5
H 5.5282 -2.8358 -4.6446 0.4 0.7 -0.4
H 4.3452 -1.9696 -3.7221 -0.2 -0.4 0.3
C -2.8971 -7.3430 1.3054 -0.1 -0.7 -0.2
C -2.0757 -8.1369 2.3752 -1.6 1.4 -1.9
N -0.8438 -8.6085 1.8068 2.5 0.1 0.8
C -0.0874 -9.4171 2.7846 -1.3 0.1 0.6
C -0.7731 -10.7159 3.0588 -0.8 -1.6 -1.1
C 0.0898 -7.5715 1.2587 -1.5 0.8 0.1
C 0.6334 -6.4658 2.2073 0.2 -0.3 0.7
H -2.9257 -7.9354 0.3909 0.2 -0.1 -0.1
H -2.5605 -6.3533 0.9966 0.2 0.1 0.5
H -3.9446 -7.2931 1.6024 0.0 0.3 0.3
H -2.0331 -7.4930 3.2536 0.5 -0.1 0.5
H -2.7645 -8.9622 2.5560 0.5 -0.3 0.5
H 0.9501 -9.5529 2.4794 -0.2 -0.1 -0.2
H -0.1054 -9.0192 3.7992 0.5 1.2 0.1
H -1.0610 -11.1952 2.1231 0.9 -0.6 -0.4
H -0.1609 -11.3488 3.7012 -0.1 -0.2 -0.2
H -1.7957 -10.7150 3.4362 0.2 0.9 0.9
H -0.4726 -7.1048 0.4499 0.1 0.1 -0.1
H 0.9356 -8.0768 0.7925 -0.1 -0.1 0.1
H -0.0205 -5.9808 2.9321 -0.8 -0.6 -0.1
H 1.0396 -5.5704 1.7370 0.3 -0.4 -0.7
H 1.4107 -6.8975 2.8378 0.3 0.1 0.0
C -8.1348 1.4815 2.3115 0.8 0.3 1.0
C -8.9106 2.5159 1.5023 -0.8 -1.6 0.1
N -9.7038 1.9308 0.3981 -0.6 0.8 0.7
C -8.9815 1.5909 -0.7908 0.9 0.6 -0.2
C -8.1769 2.7922 -1.3676 -0.5 -1.0 0.5
C -10.5828 0.8399 0.8182 -1.5 0.4 -1.0
C -11.8631 1.3770 1.5486 1.7 -0.5 0.1
H -8.7547 0.7241 2.7913 -0.2 0.0 -0.3
H -7.7264 2.0516 3.1459 0.2 0.0 0.2
H -7.2713 0.9684 1.8883 -0.1 0.1 -0.6
H -9.6377 2.8734 2.2313 -0.1 0.5 -0.2
H -8.2692 3.3457 1.2054 -0.3 -0.1 -0.2
H -8.3335 0.7563 -0.5233 0.6 -0.4 -0.6
H -9.6936 1.2433 -1.5392 0.0 0.0 0.0
H -8.8673 3.6189 -1.5354 0.1 0.1 0.0
H -7.4044 3.0752 -0.6526 0.1 0.2 -0.3
H -7.7139 2.5098 -2.3131 0.0 0.0 0.1
H -10.1211 -0.0090 1.3225 0.4 0.2 0.7
H -10.9111 0.3357 -0.0907 -0.1 0.3 -0.3
H -12.2436 2.2625 1.0394 0.1 -0.1 0.1
H -11.4823 1.6205 2.5405 -0.6 0.4 0.3
H -12.6460 0.6247 1.6441 0.1 0.0 0.0
C 10.0394 0.9609 -1.3414 0.7 -0.5 -1.1
C 9.4835 2.2299 -0.7717 -1.2 0.1 0.2
N 8.9200 3.0938 -1.8194 0.9 0.8 -0.7
C 8.7879 4.5278 -1.5418 2.4 -0.4 1.0
C 10.2011 5.1485 -1.1792 -0.9 0.0 -0.2
C 7.7712 2.5334 -2.5145 0.1 -0.2 0.5
C 6.4339 2.8101 -1.8661 -0.7 0.2 0.7
H 9.3274 0.1355 -1.3425 0.2 -0.1 0.1
H 10.9877 0.6813 -0.8826 -0.2 -0.3 0.4
H 10.3205 1.1493 -2.3775 -0.1 0.0 -0.2
H 8.6640 1.9346 -0.1164 -0.2 0.1 0.6
H 10.2552 2.6478 -0.1252 -0.3 0.8 -0.4
H 8.4721 5.0976 -2.4157 -0.4 -0.4 -0.1
H 8.1103 4.6838 -0.7024 -0.3 0.4 0.1
H 10.6371 4.8312 -0.2319 -0.2 -0.3 0.0
H 10.9340 4.9604 -1.9638 -0.1 -0.2 -0.1
H 10.1098 6.2320 -1.1028 -0.1 0.1 0.0
H 7.9081 1.4542 -2.5825 0.1 0.0 -0.2
H 7.7015 2.9340 -3.5259 0.4 0.0 -0.2
H 5.6706 2.1097 -2.2048 -0.1 0.2 -0.3
H 6.1143 3.8367 -2.0450 -0.2 0.0 -0.3
H 6.4207 2.7309 -0.7790 0.4 -0.3 0.2
C -2.1022 0.7313 4.8066 0.5 0.9 0.8
C -1.2658 2.0393 4.6730 1.0 -0.5 0.3
N 0.0655 2.0346 5.3301 0.6 0.6 0.3
C 0.5522 3.4619 5.5587 -0.8 -1.2 1.6
C 0.0853 3.9256 7.0137 0.0 -0.3 -2.2
C 1.0525 1.1486 4.6743 -0.2 0.8 0.1
C 2.3346 0.9811 5.5116 -1.1 -0.6 -0.9
H -2.3094 0.7491 5.8766 -0.6 -0.3 0.0
H -1.6703 -0.2552 4.6381 0.4 0.3 -0.5
H -3.0191 0.8487 4.2290 0.0 -0.1 0.1
H -1.1238 2.3930 3.6518 -0.3 -0.1 -0.5
H -1.8574 2.7783 5.2134 0.0 0.2 -0.2
H 0.2215 4.1465 4.7776 -0.4 0.0 -0.1
H 1.6365 3.5700 5.5868 0.0 -0.6 -0.3
H 0.8031 3.5595 7.7477 -0.1 0.2 0.0
H -0.8982 3.4978 7.2085 0.0 0.0 0.1
H -0.0094 5.0101 6.9598 0.2 0.1 0.6
H 0.5872 0.1692 4.5624 0.0 0.0 -0.1
H 1.2683 1.5364 3.6788 0.2 0.0 -0.5
H 2.9806 0.2362 5.0469 0.0 0.0 -0.1
H 2.8933 1.9152 5.5703 -0.1 -0.2 0.6
H 1.9268 0.5129 6.4075 0.7 0.6 0.6
```
Positions in Å, forces in eV/Å.

=====

# 2
DFT (ωB97M-V/def2-TZVPD) results for C2H4NdO2 as an isolated structure at a distorted geometry.

Summary:
Energy above the lowest of the compared OMol25 structures with the same formula, charge and spin = 1.829 eV
Spin multiplicity = 5
<S²> = 6.00
LUMO (alpha / beta) = -9.46 / -9.35 eV
Charge = +2

XYZ file:
```
9
Properties=species:S:1:pos:R:3:forces:R:3
O -0.7275 1.0693 0.1327 1.8 0.3 0.7
H -0.8819 2.0216 0.1851 -0.7 0.1 0.2
O -0.2588 -1.3769 0.0099 0.9 -0.5 0.0
Nd 1.6562 0.1752 -0.1122 -0.1 0.1 0.1
H -0.1236 -2.3301 -0.0141 -0.3 -0.5 0.0
C -1.6115 -1.0166 -0.0997 -0.9 2.2 0.0
C -1.8596 0.3666 -0.0243 -1.4 -0.8 -1.1
H -2.2022 -1.5472 -0.8539 -0.3 -0.3 0.9
H -2.4220 -0.5926 0.9269 1.0 -0.7 -0.8
```
Positions in Å, forces in eV/Å.

=====

# 3
DFT (ωB97M-V/def2-TZVPD) results for an isolated ion of composition C3H6ClN3 and charge +2 at a distorted geometry.

Summary:
Energy above the lowest of the compared OMol25 structures with the same formula, charge and spin = 1.412 eV
Spin multiplicity = 1
LUMO = -10.36 eV
SMILES = ClC1=[NH+]C=[NH+]CN1
Charge = +2

XYZ file:
```
13
Properties=species:S:1:pos:R:3:forces:R:3
Cl -1.2693 -2.8272 0.3268 0.5 1.2 0.0
C -0.6520 -1.2842 0.1155 4.1 0.0 1.1
N 0.8936 -1.0605 0.5919 -4.5 0.6 -1.8
C 1.4430 0.1881 0.5573 -3.8 -0.5 -0.9
N 0.7542 1.1913 0.0118 -0.5 -2.3 -0.4
C -0.5403 1.0330 -0.6837 -2.1 0.6 1.2
N -1.2529 -0.2659 -0.3669 0.5 -0.3 0.9
H 1.0646 -1.8755 1.1638 1.3 0.2 0.4
H 2.3157 0.4070 1.0701 2.0 0.1 0.7
H 1.1504 2.0430 -0.3528 1.0 0.5 0.7
H -0.3589 0.9840 -1.7587 -0.3 0.6 0.0
H -1.2737 1.8666 -0.2724 1.6 -1.5 -1.4
H -2.2744 -0.3997 -0.4028 0.2 0.7 -0.7
```
Positions in Å, forces in eV/Å.

=====

# 4
DFT (ωB97M-V/def2-TZVPD) results for one molecule with the formula C11H9NO at a distorted geometry.

Summary:
Energy above the lowest of the compared OMol25 structures with the same formula, charge and spin = 2.555 eV
Spin multiplicity = 1
LUMO = 0.30 eV
SMILES = O=C1[C@@H]2C=CC=C[C@@H]2c2cccn21
Charge = 0

XYZ file:
```
22
Properties=species:S:1:pos:R:3:forces:R:3
O -0.9161 -2.6265 1.4982 -0.7 -0.6 -0.5
C -0.6343 -1.5739 1.0075 -1.3 2.3 1.6
C -1.3992 -0.3179 0.4996 -1.7 -1.1 -0.9
C -1.4257 -0.7564 -1.0156 1.0 2.3 0.9
C -1.1366 0.2273 -1.8679 0.5 0.7 0.4
C -1.0097 1.6335 -1.4377 -1.6 0.6 -2.0
C -0.9318 1.9956 -0.1670 1.2 -0.7 -2.2
C -0.4212 0.9742 0.6914 -5.7 -3.0 3.5
C 0.7490 0.2164 0.5783 -5.6 0.5 0.7
C 1.8909 0.6310 0.3971 8.3 0.2 -1.9
C 2.6805 -0.6154 0.5087 4.0 0.9 -0.9
C 1.8469 -1.6295 0.7835 0.5 -1.1 0.7
N 0.5986 -1.0731 0.8842 2.9 -1.6 -0.1
H -2.4436 -0.1999 0.8366 0.5 -0.2 0.2
H -1.3066 -1.7909 -1.2369 -0.8 -0.7 -0.4
H -1.0711 0.2044 -2.9260 0.2 -1.1 -0.9
H -1.2144 2.3123 -2.3033 0.0 -0.1 1.2
H -1.1971 2.9147 0.2047 -0.1 2.3 0.6
H -0.5377 1.2396 1.7660 0.0 0.0 -0.5
H 2.0808 1.6056 -0.0167 0.7 0.1 0.4
H 3.8316 -0.6833 0.3464 -2.4 0.0 0.4
H 1.9666 -2.6879 0.9688 0.2 0.2 -0.1
```
Positions in Å, forces in eV/Å.

=====

# 5
DFT (ωB97M-V/def2-TZVPD) results for one molecule with the formula C13H22N4O3S.

Summary:
Energy above the lowest of the compared OMol25 structures with the same formula, charge and spin = 1.022 eV
Spin multiplicity = 1
LUMO = 0.64 eV
SMILES = CN(CC(=O)NC1CCCCCC1)S(=O)(=O)c1cnc[nH]1
Charge = 0

XYZ file:
```
43
Properties=species:S:1:pos:R:3:forces:R:3
C 4.3533 0.5836 -1.1813 0.4 -0.4 -0.1
N 3.4283 1.4941 -0.5477 0.0 0.2 1.0
C 2.0700 1.5433 -1.0208 -0.2 0.0 0.0
C 1.2746 0.2550 -0.7601 0.0 0.2 -0.1
O 1.8100 -0.8228 -0.5769 0.1 -0.2 -0.1
N -0.0557 0.4252 -0.7780 -0.3 0.2 0.0
C -1.0107 -0.6558 -0.5801 0.0 -0.2 -0.1
C -1.8924 -0.7965 -1.8290 0.1 0.1 0.1
C -3.1173 0.1192 -1.8776 -0.1 -0.3 -0.2
C -4.3435 -0.5007 -1.2085 0.0 0.3 0.2
C -4.2813 -0.5332 0.3160 0.0 -0.3 -0.2
C -3.0496 -1.2346 0.8877 -0.1 0.3 0.1
C -1.7673 -0.4155 0.7314 0.1 -0.3 -0.1
S 3.5704 1.7657 1.0850 -0.1 0.1 0.1
O 4.9424 1.5635 1.4453 -0.1 -0.3 -0.2
O 2.9429 3.0243 1.3518 -0.3 -0.2 0.0
C 2.5994 0.5230 1.8854 0.3 0.7 -0.2
C 1.3211 0.5211 2.3767 0.3 0.3 -0.1
N 0.9883 -0.7292 2.7780 -0.4 -0.2 0.2
C 2.0327 -1.4757 2.5348 0.2 0.0 -0.1
N 3.0433 -0.7621 1.9976 0.2 -0.1 0.1
H 3.9702 -0.4384 -1.2148 0.1 0.1 0.0
H 5.2728 0.6220 -0.6029 0.1 -0.1 -0.2
H 4.5539 0.9303 -2.1966 0.0 0.0 0.0
H 1.6036 2.3872 -0.5085 -0.2 0.0 -0.3
H 2.0779 1.7373 -2.0994 0.0 0.0 0.1
H -0.4367 1.3484 -0.9139 0.1 0.0 0.0
H -0.4006 -1.5594 -0.4843 -0.1 0.1 0.0
H -2.2283 -1.8310 -1.9091 0.0 -0.1 -0.1
H -1.2546 -0.6029 -2.6951 0.0 -0.1 0.0
H -2.8949 1.0851 -1.4217 0.0 0.2 0.0
H -3.3651 0.3049 -2.9254 0.0 0.1 0.0
H -5.2298 0.0682 -1.5008 0.0 -0.1 0.0
H -4.4715 -1.5178 -1.5864 0.0 0.0 -0.1
H -4.3121 0.4895 0.6999 0.0 0.0 0.1
H -5.1772 -1.0421 0.6799 0.0 0.1 0.0
H -2.9277 -2.2157 0.4280 0.0 -0.2 0.0
H -3.2210 -1.3941 1.9539 0.0 -0.1 0.0
H -1.0842 -0.6476 1.5502 0.0 0.1 -0.1
H -2.0176 0.6451 0.8103 0.0 0.1 0.0
H 0.6447 1.3454 2.4702 -0.1 0.3 0.0
H 2.0883 -2.5261 2.7366 0.1 -0.2 0.0
H 3.9511 -1.0802 1.7001 -0.1 -0.1 0.0
```
Positions in Å, forces in eV/Å.

=====

# 6
DFT (ωB97M-V/def2-TZVPD) results for ClH10NiO5 as an isolated structure at a distorted geometry.

Summary:
Energy above the lowest of the compared OMol25 structures with the same formula, charge and spin = 0.270 eV
Spin multiplicity = 3
<S²> = 2.00
LUMO (alpha / beta) = -3.80 / -3.80 eV
Charge = +1

XYZ file:
```
17
Properties=species:S:1:pos:R:3:forces:R:3
Ni -0.0062 0.2828 0.3170 -0.7 0.9 1.1
Cl -0.4592 2.0811 1.8582 0.4 -1.1 -0.9
O 1.9484 -0.3271 0.9141 0.4 0.0 0.1
H 2.5011 -1.0360 0.5629 -0.2 0.0 0.1
H 2.4909 0.1163 1.5828 -0.4 0.1 0.0
O -0.9903 -1.0903 1.5731 -0.4 -0.2 -0.1
H -1.7847 -0.7671 2.0273 0.3 0.3 0.1
H -1.1535 -2.0280 1.4078 0.2 0.1 0.0
O -1.8904 0.5463 -0.7873 -0.2 0.0 -0.2
H -2.7193 0.0548 -0.7420 0.1 0.1 0.2
H -1.9447 1.0572 -1.6056 0.1 0.1 0.2
O 0.1258 -1.2724 -1.0535 0.7 -0.6 -0.6
H -0.4385 -2.0302 -1.2504 -0.1 0.2 0.1
H 0.8382 -1.3139 -1.7060 -0.1 0.0 0.1
O 0.9276 1.6169 -0.9200 0.2 0.5 -0.7
H 0.7861 2.5689 -0.7902 -0.2 -0.2 0.4
H 1.7686 1.5405 -1.3883 -0.1 -0.1 0.1
```
Positions in Å, forces in eV/Å.